This record from the OMol25 dataset describes C38H58As2FeI2N2 as an isolated structure. The level of theory is the ωB97M-V functional and the def2-TZVPD basis.

XYZ file:
```
103
Properties=species:S:1:pos:R:3:lowdin_charge:R:1
C 3.10 2.49 1.55 -0.1205
H -5.96 0.05 1.19 0.0769
C 5.26 2.36 0.44 -0.0479
H -5.31 1.08 -0.07 0.0887
C 4.77 -1.78 -0.46 -0.0825
H 6.17 2.85 0.11 0.1124
C 3.94 0.36 0.66 -0.1445
H -4.40 2.43 1.92 0.0855
C 4.29 3.07 1.11 -0.0406
H 5.32 -1.37 2.26 0.0888
H -1.95 2.79 -3.64 0.1120
H -0.26 -4.81 3.81 0.0798
C -3.91 -2.87 3.21 -0.0502
I -1.35 -2.37 -5.39 -0.4822
H -5.30 -1.39 2.58 0.1138
C 1.44 4.46 1.86 -0.0612
H 4.61 -1.31 -1.43 0.0756
H 0.31 -2.72 1.66 0.0797
C 0.61 1.70 -5.55 -0.0498
C -5.10 0.20 0.53 -0.0771
H 1.98 4.96 1.06 0.0849
Fe 0.58 -0.87 -0.06 0.2229
H -1.94 -0.91 -1.00 -0.0298
H 1.08 -4.74 2.68 0.0846
N 1.61 0.51 1.34 0.0800
C -1.20 2.78 -4.42 -0.0683
H 5.90 0.42 -0.18 0.1125
C -3.82 0.41 1.33 -0.3832
H -2.34 -4.24 3.66 0.1093
H -3.23 1.71 3.04 0.0674
H 0.16 -2.45 4.70 0.0907
C 3.90 -1.16 0.63 -0.4004
C 5.10 0.99 0.26 -0.0316
H -2.59 -5.24 -0.44 0.0131
H 1.17 5.20 2.61 0.0863
H 4.53 -2.83 -0.56 0.0765
H 4.26 -2.77 2.03 0.0866
H -3.06 0.76 0.62 0.1108
C 0.70 2.86 -1.68 -0.2715
C -0.21 3.82 -6.35 -0.0957
H -3.81 -3.52 -3.33 -0.0157
C 2.32 3.39 2.52 -0.3704
H 1.64 -2.51 3.74 0.0721
H 5.83 -1.70 -0.21 0.0798
H -0.28 3.15 -1.29 0.0321
H -4.67 -3.48 3.68 0.1121
H -1.85 4.65 -5.25 0.0998
H -0.17 4.63 -7.06 0.0985
H -1.49 1.34 1.97 0.1163
H 3.34 1.07 -2.02 0.0102
H -2.31 -1.64 -2.59 -0.0605
C -4.08 1.50 2.39 -0.0591
C 0.67 2.75 -6.46 -0.0762
C 0.03 -4.48 2.81 -0.0640
C -2.71 -1.42 -1.60 -0.3607
C -1.15 3.83 -5.33 -0.0884
H 0.54 -1.14 3.58 0.0622
H -4.89 1.17 3.05 0.0863
C -1.61 -2.54 2.58 -0.1324
H 2.64 1.64 -3.56 0.0320
H -0.54 -5.05 2.08 0.0832
C 0.59 -2.22 3.72 -0.0475
H 4.48 4.11 1.36 0.1206
C -0.15 -2.98 2.62 -0.3769
H 2.28 1.98 4.18 0.0916
H 0.51 4.07 1.44 0.0622
C -3.31 -0.87 1.98 -0.1544
C 2.88 1.14 1.19 -0.1469
H -1.33 -4.00 -0.31 -0.0522
I 1.12 -2.66 -1.77 0.3542
H 2.74 -0.11 -3.21 0.0155
H -4.93 -4.52 -2.35 0.0180
C -4.51 -3.53 -2.49 -0.3361
H 1.26 0.84 -5.67 0.1172
H 0.85 3.38 -2.63 0.0337
H 0.01 -0.34 -3.95 -0.0562
C 1.63 2.72 3.71 -0.0511
C -0.35 0.60 -3.52 -0.3774
C -4.26 -1.68 2.60 -0.0512
H 0.69 2.23 3.49 0.0576
H -5.32 -2.84 -2.72 0.0159
H -3.50 -0.67 -1.75 0.0172
N -0.87 -0.59 1.47 0.0411
C -2.59 -3.30 3.19 -0.0207
H -1.87 -4.53 -1.91 0.0186
C 4.30 -1.68 2.01 -0.0432
H 3.13 3.95 2.98 0.1275
C 2.59 0.88 -2.78 -0.2666
H 1.40 3.49 4.46 0.0870
As 0.82 0.94 -1.98 1.1077
H -1.35 0.39 -3.16 0.0475
H 2.89 -1.50 0.44 0.0290
H -5.03 -0.66 -0.13 0.0273
H 1.38 2.72 -7.27 0.1035
H 1.48 3.16 -0.98 0.0111
H 0.65 2.32 1.04 0.0806
C -0.32 1.71 -4.52 -0.3180
C 0.57 1.26 1.26 -0.1971
C -1.98 -1.31 2.00 -0.1517
H 3.63 -1.29 2.79 0.0683
As -3.62 -2.99 -0.84 1.0755
C -0.74 0.68 1.58 -0.0811
C -2.19 -4.33 -0.89 -0.3586
```

Computed properties:
- multiplicity = 5
- net charge = 0
- ΔE to the lowest compared entry with this formula, charge and spin (kcal/mol) = 13.8
- max |F| (eV Å⁻¹) = 0.79
- expectation value of S² = 6.030
- gap between HOMO and LUMO (alpha / beta) (eV) = 3.6 / 3.6

=====

This record from the OMol25 dataset describes C43H36FeN3O5P2 as an isolated structure. The level of theory is the ωB97M-V functional and the def2-TZVPD basis.

XYZ file:
```
90
Properties=species:S:1:pos:R:3:lowdin_charge:R:1
H -2.54 0.18 3.07 0.0929
C -2.67 1.73 -0.78 -0.3022
C 3.59 1.07 -4.10 -0.0979
H -1.26 3.94 0.01 0.0944
C 0.97 -3.69 2.05 -0.1066
C -3.34 -3.54 3.69 -0.0907
C 1.32 -3.45 -2.10 -0.2835
C -4.34 -2.59 3.80 -0.0964
H -5.35 -2.90 4.04 0.0953
Fe -0.14 -0.06 0.74 0.1900
C 0.31 0.05 3.92 -0.2314
H 5.40 3.92 -4.12 0.0921
C 0.19 3.14 -2.86 -0.0915
H -0.40 0.24 -5.34 0.1006
C -4.72 2.34 -1.90 -0.0953
O -2.78 -2.50 -1.22 0.0294
H 0.47 3.52 0.03 0.0615
H -0.81 -3.85 -2.39 0.1262
H 1.79 -5.58 1.47 0.1024
C 2.80 -4.76 3.17 -0.0918
P -0.84 1.63 -0.68 1.0991
H -1.00 -0.03 -2.97 0.1081
C 4.45 2.05 -4.58 -0.1241
C -0.37 1.95 -2.41 -0.3664
H 2.35 0.40 -2.48 0.1034
C -2.04 -3.15 3.37 -0.0783
O 1.93 0.17 0.86 -0.1155
H 4.91 1.95 -5.55 0.0864
C -1.74 -1.82 3.14 -0.3050
C -0.57 0.91 -3.31 -0.1015
H 3.31 -2.82 -1.54 0.1334
H 2.05 -1.81 4.64 0.0937
C -5.45 2.06 -0.75 -0.1003
C 2.87 -3.69 4.06 -0.0839
N 0.46 -1.45 -0.48 0.0546
C 4.73 3.14 -3.77 -0.1147
C 1.77 -1.65 -0.62 -0.1605
O 3.83 -0.86 0.22 0.0420
H 0.62 2.36 -6.13 0.0986
C -0.65 3.50 2.89 -0.0790
C -3.41 1.44 0.36 -0.0794
H 3.50 -5.58 3.25 0.0971
H -3.55 -4.59 3.85 0.0966
H -0.33 2.84 5.01 0.0804
C -0.59 2.75 1.72 -0.3819
P -0.09 -1.21 2.65 1.0950
H -4.83 -0.50 3.66 0.0995
C -4.05 -1.25 3.58 -0.0757
C -2.76 -0.87 3.25 -0.0836
C -3.34 2.18 -1.92 -0.0779
C -0.05 -3.24 -1.92 0.0639
H -6.52 2.18 -0.74 0.0938
O 1.79 -4.44 -2.91 0.0567
H 4.34 4.14 -1.91 0.1029
H -2.91 1.07 1.24 0.0735
C 1.02 -2.61 2.93 -0.3208
C 1.98 -2.63 3.94 -0.0724
H -2.80 2.41 -2.82 0.0963
H 0.23 -3.70 1.25 0.1077
C -0.20 1.36 3.38 -0.3957
H 2.15 1.63 -0.46 0.0441
H 0.38 3.95 -2.16 0.0993
N 2.62 2.45 -0.83 0.1317
C -0.44 -2.22 -1.08 -0.1750
C 2.62 -0.71 0.22 -0.6004
H -5.23 2.69 -2.80 0.0948
C 3.01 1.18 -2.85 -0.0373
H 3.62 -3.68 4.84 0.0995
H 1.04 -4.91 -3.31 0.1057
C -1.87 -1.90 -0.67 -0.5918
H -0.08 -0.22 4.90 0.0943
H -1.27 -3.91 3.29 0.0913
C 0.33 2.25 -5.09 -0.0960
C 1.84 -4.76 2.17 -0.0782
C -0.39 2.60 3.95 -0.0810
H -5.34 1.38 1.28 0.0974
C 2.25 -2.66 -1.44 0.0777
H 1.01 4.21 -4.53 0.1034
H 1.40 0.11 3.98 0.0844
C -0.23 1.06 -4.65 -0.0846
H 3.18 2.87 -0.10 0.1069
O -1.95 -1.01 0.24 -0.1086
N -0.37 1.44 2.02 -0.0601
C -0.54 3.17 0.28 -0.2409
H -0.82 4.56 2.96 0.0806
C 0.55 3.29 -4.19 -0.0822
C -4.78 1.61 0.38 -0.0714
C 3.26 2.29 -2.04 -0.3191
H 3.37 0.19 -4.70 0.1011
C 4.14 3.27 -2.52 -0.0494
```

Computed properties:
- net charge = -1
- max |F| (eV Å⁻¹) = 0.40
- gap between HOMO and LUMO (eV) = 6.8

=====

This record from the OMol25 dataset describes an isolated molecule of C7H8BrFN2O3 in a non-equilibrium geometry. The level of theory is the ωB97M-V functional and the def2-TZVPD basis.

XYZ file:
```
22
Properties=species:S:1:pos:R:3:lowdin_charge:R:1
N 2.04 -1.81 -1.04 0.0032
H 2.44 -2.54 -0.46 0.0426
F 0.97 2.58 0.04 -0.0581
N -1.34 -1.68 0.63 -0.4037
H -2.60 1.96 1.14 0.0653
O -1.75 -1.93 1.72 0.0916
H 0.68 -2.38 1.28 0.1301
O -0.75 1.41 1.00 -0.0544
H -2.48 1.28 -0.29 0.0698
C -1.97 1.89 0.36 0.0066
H 0.65 -0.82 -2.62 0.1071
C 0.43 -0.49 -1.65 -0.0501
C 0.10 -1.92 0.49 0.0845
Br 3.09 0.15 0.27 1.0166
C 0.22 0.75 -1.22 0.0023
H 1.10 0.22 2.03 0.1081
C 1.45 0.51 0.99 -0.4205
C 0.35 1.24 0.25 -0.5535
O -1.95 -1.18 -0.28 0.0743
C 0.79 -1.58 -0.71 -0.4370
H -1.68 2.80 -0.04 0.0833
H 0.19 1.54 -1.88 0.0918
```

Computed properties:
- net charge = 0
- ΔE to the lowest compared entry with this formula, charge and spin (kcal/mol) = 201.0
- max |F| (eV Å⁻¹) = 3.84
- gap between HOMO and LUMO (alpha / beta) (eV) = 8.2 / 6.8